Model P:
Molecular formula: C2H2FN
Method: DFT, the ωB97M-V functional and the def2-TZVPD basis

Multiplicity: 1
Lowest unoccupied orbital energy (spin up / spin down): -0.033 / -0.033 Ha

Atoms and positions in Å:
C 0.9715 0.8608 1.5709
C -1.4373 -0.9018 -0.8570
N -0.7793 -0.5664 -1.7420
F 0.0277 -0.1538 -2.7516
H 0.1265 0.2990 1.1375
H 1.0909 0.4622 2.6421

These are the natural (NBO) partial charges, in e, on atoms 1 to 4:
1. C -0.162
2. C 0.231
3. N -0.135
4. F -0.095

=====

Model Q:
Molecular formula: C2H2FN
Method: DFT, the ωB97M-V functional and the def2-TZVPD basis

Multiplicity: 1
Lowest unoccupied orbital energy: 0.015 Ha
SMILES: N#CCF

Atoms and positions in Å:
N -1.9728 0.7619 -0.0569
C -0.9833 0.1831 0.0382
C 0.4239 -0.0717 0.0801
F 0.8318 -1.4194 -0.0375
H 0.7449 0.4049 -0.9661
H 0.9556 0.1412 0.9422

These are the natural (NBO) partial charges, in e, on atoms 1 to 4:
1. N -0.254
2. C 0.211
3. C -0.052
4. F -0.356

=====

Stability comparison, relative energies in kJ/mol: model P 769.7; model Q 0.0

=====

Model P:
Molecular formula: C3H12NO4
Method: DFT, the ωB97M-V functional and the def2-TZVPD basis

Multiplicity: 1
Lowest unoccupied orbital energy: -0.114 Ha
Total charge: +1

Atoms and positions in Å:
O 1.4277 0.9622 0.5828
C 0.5808 1.3988 -0.1284
C -0.5433 0.5437 -0.7916
C -1.8525 0.9956 -0.1763
O -1.4756 1.9028 0.9056
N -0.3589 -0.9386 -0.4794
H 0.5493 2.4248 -0.4968
H -0.6395 0.6900 -1.8776
H -2.5170 0.2854 0.3634
H -2.5031 1.5497 -0.8517
H -2.2001 2.4764 1.2012
H 0.4110 -1.3564 -1.0768
H -0.1883 -1.0687 0.5293
H -1.1684 -1.4950 -0.7501
H -1.4535 -2.1371 2.3585
H -0.1184 -2.8625 2.2168
O -0.7540 -2.3245 1.7234
H 3.2220 -1.3162 -0.9352
H 3.1052 -2.2734 -2.2427
O 2.8973 -1.4402 -1.8277

These are the natural (NBO) partial charges, in e, on atoms 1 to 4:
1. O -0.489
2. C 0.468
3. C -0.187
4. C -0.102

=====

Model Q:
Molecular formula: C3H12NO4
Method: DFT, the ωB97M-V functional and the def2-TZVPD basis

Multiplicity: 1
Lowest unoccupied orbital energy: -0.115 Ha
Total charge: +1

Atoms and positions in Å:
O 0.4991 -2.2253 1.4484
C 0.3745 -1.7256 0.3750
C 0.0534 -0.2237 0.4247
C 1.0418 0.4928 -0.5588
O 0.8968 -0.2479 -1.7170
N 0.3391 0.3206 1.8232
H 0.5021 -2.1810 -0.6939
H -0.9789 0.0391 0.1677
H 2.0600 0.3205 -0.1920
H 0.7371 1.5502 -0.8197
H 0.5065 0.1610 -2.4612
H 0.5968 -0.4750 2.5110
H 1.1698 0.9938 1.8941
H -0.4883 0.8327 2.3282
H -2.8931 1.7210 1.8784
H -2.8860 0.3059 2.2875
O -2.3547 0.9571 1.8340
H 0.4086 1.2854 -3.9780
H -0.9743 1.7112 -3.7312
O -0.1602 1.5448 -3.2403

These are the natural (NBO) partial charges, in e, on atoms 1 to 4:
1. O -0.516
2. C 0.428
3. C -0.186
4. C -0.075

=====

Stability comparison, relative energies in kJ/mol: model P 0.0; model Q 21.2

=====

Model P:
Molecular formula: C2H6N
Method: DFT, the ωB97M-V functional and the def2-TZVPD basis

Multiplicity: 1
Lowest unoccupied orbital energy: -0.143 Ha
Total charge: +1
SMILES: C1C[NH2+]1

Atoms and positions in Å:
C 0.4502 0.7538 0.0625
C 0.4066 -0.7178 0.0166
N -0.8161 0.0341 -0.0143
H 0.6789 1.4311 0.8294
H 0.6986 1.3676 -0.8161
H 0.8226 -1.2079 -0.8535
H 0.7686 -1.3129 0.8856
H -1.5668 -0.1755 0.6796
H -1.4426 -0.1725 -0.7900

These are the natural (NBO) partial charges, in e, on atoms 1 to 4:
1. C -0.199
2. C -0.239
3. N -0.538
4. H 0.267

=====

Model Q:
Molecular formula: C2H6N
Method: DFT, the ωB97M-V functional and the def2-TZVPD basis

Multiplicity: 1
Lowest unoccupied orbital energy: -0.203 Ha
Total charge: +1
SMILES: C=[NH+]C

Atoms and positions in Å:
C -0.6189 0.9777 -0.4285
N -0.2256 -0.2123 -0.3158
C 0.7516 -0.6881 0.6839
H -0.3065 1.8598 0.1237
H -1.4262 1.2667 -1.0991
H -0.4962 -0.9145 -0.9968
H 1.7296 -0.8502 0.2378
H 0.4762 -1.6991 0.9963
H 0.6763 -0.0486 1.5541

These are the natural (NBO) partial charges, in e, on atoms 1 to 4:
1. C 0.136
2. N -0.374
3. C -0.444
4. H 0.240

=====

Model R:
Molecular formula: C2H6N
Method: DFT, the ωB97M-V functional and the def2-TZVPD basis

Multiplicity: 1
Lowest unoccupied orbital energy: -0.231 Ha
Total charge: +1
SMILES: C=[NH+]C

Atoms and positions in Å:
C -0.0554 0.6291 -1.2075
N -0.5889 0.1357 -0.0796
C 0.2383 -0.4380 1.0439
H 0.9868 1.1238 -1.2217
H -0.4770 0.4463 -2.2549
H -1.4821 -0.2941 -0.2338
H -0.2007 -0.3053 2.0349
H 0.4546 -1.5057 0.8449
H 1.1244 0.2083 1.0738

These are the natural (NBO) partial charges, in e, on atoms 1 to 4:
1. C 0.145
2. N -0.407
3. C -0.428
4. H 0.244

=====

Stability comparison, relative energies in kJ/mol: model P 99.5; model Q 0.0; model R 56.0

=====

Model P:
Molecular formula: H2NO3S
Method: DFT, the ωB97M-V functional and the def2-TZVPD basis

Multiplicity: 1
Lowest unoccupied orbital energy: 0.149 Ha
Total charge: -1

Atoms and positions in Å:
N -0.3701 0.4759 0.7466
O -0.1675 1.6918 -1.4540
O 0.6663 -0.6431 -1.3250
O 0.6274 -0.9322 1.4142
S -0.4606 0.2957 -1.0729
H -1.2561 0.2229 1.1739
H 0.9606 -1.1111 0.5173

These are the natural (NBO) partial charges, in e, on atoms 1 to 4:
1. N -0.579
2. O -1.008
3. O -1.054
4. O -0.706

=====

Model Q:
Molecular formula: H2NO3S
Method: DFT, the ωB97M-V functional and the def2-TZVPD basis

Multiplicity: 1
Lowest unoccupied orbital energy (spin up / spin down): 0.131 / 0.150 Ha
Total charge: -1

Atoms and positions in Å:
N -1.9649 -0.5436 0.1636
O 2.7431 -0.4165 -0.9122
O 2.0054 1.7275 -0.0474
O -0.6589 -1.0442 0.0916
S 1.9645 0.2490 0.1271
H -2.0335 0.1422 -0.6056
H -2.0557 -0.1145 1.1830

These are the natural (NBO) partial charges, in e, on atoms 1 to 4:
1. N -0.540
2. O -0.939
3. O -0.954
4. O -0.640

=====

Stability comparison, relative energies in kJ/mol: model P 0.0; model Q 53.4